A cluster of 2 separate species, C7H8N2S2 in total at a distorted geometry. Source: the Open Molecules 2025 dataset; level of theory: ωB97M-V with the def2-TZVPD basis set.

Each line ends with the natural charge from an NBO analysis.
Positions of all 19 atoms, in Å:
C (-0.003, -3.023, -0.325)  -0.433
C (-1.251, -2.471, 0.349)  -0.541
S (-1.525, -0.720, -0.045)  0.569
C (-0.003, -0.019, 0.122)  -0.455
S (1.519, -0.721, -0.045)  0.569
C (1.245, -2.471, 0.349)  -0.541
H (-0.003, -4.112, -0.217)  0.245
H (-0.003, -2.768, -1.392)  0.234
H (-2.152, -2.985, -0.016)  0.261
H (-1.208, -2.533, 1.444)  0.246
H (-0.003, 1.061, 0.290)  0.321
H (1.202, -2.533, 1.444)  0.246
H (2.146, -2.986, -0.016)  0.261
C (0.006, 4.158, -0.723)  -0.788
C (1.201, 4.485, -0.111)  0.287
N (2.254, 4.727, 0.351)  -0.498
C (-1.186, 4.488, -0.108)  0.287
N (-2.238, 4.734, 0.357)  -0.499
H (0.004, 3.691, -1.708)  0.231

ΔE to the lowest compared entry with this formula, charge and spin = 102.44 kcal per mole
LUMO level = -3.5273 eV
Frontier orbital gap = 2.11 eV
Molar mass = 184.29 g mol⁻¹

***

A cluster of 11 separate species, C38H107N9O11 in total at a distorted geometry. Source: the Open Molecules 2025 dataset; level of theory: ωB97M-V with the def2-TZVPD basis set.

Each line ends with the Löwdin charge.
Positions of all 165 atoms, in Å:
C (-21.126, -0.506, 23.186)  -0.059
O (-20.220, 0.543, 22.749)  -0.175
C (-19.977, 0.522, 21.395)  -0.230
C (-18.785, -0.377, 21.012)  -0.401
C (-17.554, -0.314, 21.967)  -0.041
N (-18.430, -0.164, 19.598)  0.043
H (-22.129, -0.444, 22.762)  0.088
H (-21.220, -0.412, 24.268)  0.090
H (-20.701, -1.476, 22.929)  0.060
H (-20.844, 0.154, 20.845)  0.123
H (-19.774, 1.530, 21.033)  0.126
H (-19.068, -1.426, 21.110)  0.084
H (-17.326, 0.691, 22.322)  0.075
H (-16.611, -0.732, 21.613)  0.067
H (-17.759, -0.920, 22.849)  0.056
H (-18.244, 0.824, 19.504)  0.071
H (-17.542, -0.592, 19.378)  0.035
C (-13.840, -6.314, 13.982)  -0.098
O (-13.116, -7.323, 14.672)  -0.182
C (-13.903, -8.244, 15.474)  -0.175
C (-12.955, -9.290, 16.155)  -0.419
C (-12.190, -10.037, 15.096)  -0.081
N (-13.775, -10.197, 16.958)  0.037
H (-14.232, -5.660, 14.761)  0.076
H (-14.680, -6.734, 13.429)  0.085
H (-13.278, -5.751, 13.236)  0.088
H (-14.517, -7.780, 16.246)  0.096
H (-14.666, -8.752, 14.884)  0.119
H (-12.212, -8.750, 16.743)  0.141
H (-11.468, -9.520, 14.464)  0.080
H (-12.846, -10.587, 14.421)  0.081
H (-11.592, -10.772, 15.634)  0.072
H (-14.369, -10.768, 16.374)  0.076
H (-13.264, -10.883, 17.494)  0.077
C (-22.421, -9.006, 20.213)  -0.098
O (-21.285, -9.820, 19.954)  -0.185
C (-20.450, -9.313, 18.929)  -0.172
C (-19.800, -7.912, 19.263)  -0.428
C (-18.852, -7.404, 18.235)  -0.063
N (-19.004, -8.034, 20.453)  0.053
H (-23.043, -9.430, 21.001)  0.089
H (-22.985, -8.842, 19.295)  0.091
H (-22.126, -8.102, 20.747)  0.078
H (-19.618, -9.985, 18.717)  0.118
H (-21.081, -9.179, 18.050)  0.105
H (-20.599, -7.195, 19.454)  0.121
H (-18.687, -6.356, 18.484)  0.064
H (-19.390, -7.506, 17.292)  0.082
H (-17.930, -7.980, 18.163)  0.081
H (-18.194, -8.611, 20.279)  0.025
H (-19.494, -8.458, 21.229)  0.089
C (-19.434, -3.750, 24.690)  -0.064
O (-20.013, -4.756, 23.776)  -0.195
C (-19.064, -5.324, 22.901)  -0.195
C (-18.830, -4.404, 21.654)  -0.406
C (-20.109, -3.938, 21.018)  -0.045
N (-18.022, -5.145, 20.696)  0.047
H (-20.098, -3.343, 25.452)  0.084
H (-18.993, -2.905, 24.161)  0.062
H (-18.625, -4.203, 25.264)  0.079
H (-18.150, -5.659, 23.392)  0.121
H (-19.522, -6.259, 22.577)  0.109
H (-18.285, -3.507, 21.949)  0.122
H (-19.927, -3.237, 20.203)  0.059
H (-20.759, -3.510, 21.780)  0.075
H (-20.542, -4.795, 20.502)  0.079
H (-17.165, -5.535, 21.060)  0.041
H (-18.520, -6.002, 20.502)  0.019
C (-22.478, -7.441, 15.654)  -0.089
O (-22.351, -6.294, 14.770)  -0.192
C (-23.153, -5.205, 15.188)  -0.217
C (-22.730, -3.885, 14.485)  -0.395
C (-21.458, -3.388, 15.242)  -0.070
N (-23.791, -2.896, 14.575)  0.031
H (-22.437, -7.233, 16.723)  0.072
H (-21.626, -8.065, 15.382)  0.081
H (-23.368, -8.017, 15.399)  0.085
H (-24.159, -5.509, 14.899)  0.117
H (-23.267, -5.172, 16.272)  0.116
H (-22.407, -3.971, 13.447)  0.126
H (-20.672, -4.129, 15.096)  0.055
H (-21.652, -3.385, 16.315)  0.077
H (-21.114, -2.422, 14.874)  0.063
H (-23.409, -2.061, 14.153)  0.065
H (-23.962, -2.608, 15.528)  0.070
C (-17.679, -0.496, 11.590)  -0.110
O (-18.484, -0.699, 12.739)  -0.209
C (-19.464, 0.274, 12.998)  -0.164
C (-18.764, 1.618, 13.413)  -0.443
C (-18.084, 1.578, 14.727)  -0.081
N (-19.724, 2.699, 13.569)  0.019
H (-16.956, 0.308, 11.725)  0.081
H (-18.265, -0.199, 10.720)  0.092
H (-17.225, -1.415, 11.218)  0.066
H (-20.106, 0.422, 12.130)  0.121
H (-20.027, -0.139, 13.835)  0.120
H (-18.041, 1.952, 12.669)  0.123
H (-17.362, 0.769, 14.838)  0.078
H (-18.780, 1.426, 15.552)  0.080
H (-17.727, 2.545, 15.082)  0.079
H (-20.275, 2.869, 12.740)  0.066
H (-19.188, 3.552, 13.639)  0.069
C (-16.911, -10.631, 19.936)  -0.075
O (-16.622, -9.254, 20.096)  -0.270
C (-15.429, -8.735, 19.508)  -0.164
C (-15.467, -7.237, 19.798)  -0.462
C (-14.234, -6.521, 19.363)  -0.061
N (-15.608, -6.864, 21.165)  0.044
H (-16.855, -10.865, 18.873)  0.087
H (-17.958, -10.767, 20.208)  0.086
H (-16.167, -11.263, 20.419)  0.093
H (-14.566, -9.229, 19.956)  0.128
H (-15.384, -8.938, 18.438)  0.097
H (-16.298, -6.856, 19.204)  0.103
H (-14.121, -6.320, 18.298)  0.072
H (-13.365, -6.999, 19.813)  0.086
H (-14.188, -5.494, 19.725)  0.083
H (-14.768, -7.180, 21.628)  0.089
H (-16.333, -7.390, 21.633)  0.075
C (-12.222, -2.130, 15.404)  -0.121
O (-12.902, -2.548, 14.261)  -0.195
C (-14.316, -2.664, 14.378)  -0.165
C (-14.983, -3.139, 13.024)  -0.369
C (-14.610, -2.174, 11.901)  -0.058
N (-16.441, -3.172, 13.155)  0.072
H (-12.327, -2.979, 16.080)  0.081
H (-12.517, -1.183, 15.857)  0.083
H (-11.149, -2.024, 15.241)  0.087
H (-14.539, -3.336, 15.206)  0.094
H (-14.698, -1.692, 14.691)  0.125
H (-14.647, -4.142, 12.759)  0.113
H (-14.988, -2.545, 10.948)  0.082
H (-13.521, -2.169, 11.852)  0.075
H (-14.942, -1.155, 12.097)  0.071
H (-16.691, -3.786, 13.916)  0.043
H (-16.766, -2.278, 13.495)  0.058
C (-17.514, -5.794, 15.349)  -0.062
O (-16.638, -4.712, 15.663)  -0.247
C (-16.614, -4.346, 17.019)  -0.139
C (-17.883, -3.410, 17.379)  -0.383
C (-18.169, -2.285, 16.388)  -0.041
N (-17.711, -2.929, 18.726)  0.039
H (-18.544, -5.443, 15.282)  0.081
H (-17.454, -6.572, 16.110)  0.066
H (-17.158, -6.204, 14.403)  0.091
H (-16.595, -5.233, 17.653)  0.100
H (-15.779, -3.672, 17.207)  0.104
H (-18.754, -4.060, 17.459)  0.114
H (-18.406, -2.583, 15.367)  0.058
H (-17.204, -1.795, 16.264)  0.066
H (-18.916, -1.529, 16.634)  0.080
H (-18.489, -2.352, 19.012)  0.041
H (-17.866, -3.757, 19.284)  0.025
C (-14.072, -1.443, 18.574)  -0.167
O (-15.379, -1.385, 18.073)  -0.152
H (-14.152, -1.472, 19.660)  0.078
H (-13.449, -2.244, 18.175)  0.059
H (-13.589, -0.513, 18.275)  0.076
H (-15.960, -1.968, 18.568)  0.008
C (-19.876, -4.310, 11.787)  -0.171
O (-18.682, -3.877, 11.180)  -0.126
H (-19.666, -5.072, 12.538)  0.070
H (-20.382, -3.505, 12.319)  0.053
H (-20.657, -4.666, 11.116)  0.080
H (-18.061, -3.525, 11.822)  0.011

ΔE to the lowest compared entry with this formula, charge and spin = 63.68 kcal per mole
LUMO level = 0.4493 eV
Frontier orbital gap = 9.12 eV
Molar mass = 866.33 g mol⁻¹

***

The molecule CH4P2S at a distorted geometry. Source: the Open Molecules 2025 dataset; level of theory: ωB97M-V with the def2-TZVPD basis set.

Each line ends with the natural charge from an NBO analysis.
Positions of all 8 atoms, in Å:
P (1.804, -0.357, -0.063)  -0.011
P (0.148, 1.026, -0.398)  0.298
C (-1.153, -0.192, -0.709)  -0.585
S (-2.713, -0.012, -0.296)  0.066
H (2.231, 0.414, 1.155)  0.028
H (1.012, -1.387, 0.848)  0.013
H (-0.419, 1.439, 0.833)  0.007
H (-0.910, -0.931, -1.371)  0.183

ΔE to the lowest compared entry with this formula, charge and spin = 48.13 kcal per mole
LUMO level = -0.6611 eV
Frontier orbital gap = 8.02 eV
Molar mass = 110.06 g mol⁻¹